Record 1
{
  "formula": "C59H50N9NaO3S3Te",
  "method": "ωB97M-V/def2-TZVPD",
  "symbols": ["C", "H", "H", "C", "N", "S", "C", "H", "H", "H", "H", "C", "C", "C", "H", "C", "H", "C", "H", "S", "C", "C", "C", "C", "H", "C", "C", "H", "C", "C", "C", "H", "H", "H", "C", "C", "N", "N", "H", "H", "C", "C", "H", "N", "C", "O", "N", "C", "C", "H", "C", "C", "O", "C", "H", "C", "C", "H", "C", "H", "C", "C", "C", "H", "C", "N", "C", "H", "H", "H", "C", "C", "C", "H", "H", "S", "C", "H", "C", "H", "C", "C", "H", "N", "H", "C", "C", "C", "H", "H", "C", "H", "H", "C", "H", "H", "C", "H", "O", "C", "H", "H", "C", "C", "C", "C", "H", "C", "H", "H", "C", "H", "H", "C", "Na", "N", "H", "Te", "H", "C", "C", "H", "H", "C", "H", "N"],
  "xyz": [[-4.202, -2.746, -3.877], [5.308, -1.627, 1.647], [-5.656, -1.384, -3.125], [0.314, 4.696, -0.273], [0.064, 0.586, 2.514], [-0.386, -5.274, -5.349], [2.258, -0.210, 1.812], [-4.970, -5.243, -1.389], [-3.735, 5.530, 2.701], [-5.436, 3.115, 2.843], [-4.587, -5.628, 0.285], [-4.854, 2.803, 3.716], [-2.428, 4.128, 1.857], [-3.336, -3.239, 0.954], [-3.307, -0.265, -3.855], [-2.723, 2.459, 4.145], [-6.336, 3.497, 5.217], [1.209, 1.877, -3.604], [-0.945, -6.133, -0.280], [0.697, -4.119, -2.756], [0.786, 1.903, 4.334], [-1.739, 2.811, 1.956], [-2.911, 0.384, -3.086], [-3.752, 5.709, -3.450], [-2.995, -6.681, -1.287], [2.404, -1.242, -3.915], [-6.335, -4.165, -4.932], [-2.567, 2.193, 5.195], [1.414, 4.310, 0.490], [-1.984, 2.116, -1.990], [-1.775, -5.484, -0.001], [0.042, 4.130, -5.850], [-3.636, -2.295, 1.408], [4.540, -1.859, -0.729], [0.751, 0.705, -4.193], [-6.571, -3.003, -4.214], [1.038, -0.558, -2.102], [-2.623, -4.352, -4.745], [1.684, 1.846, -2.631], [-0.343, -0.138, -5.831], [-5.498, -2.297, -3.687], [-3.240, 4.570, 2.813], [-0.414, -3.941, -0.466], [-1.208, -4.151, 0.134], [3.919, -1.403, 0.027], [1.861, 1.102, 3.789], [-3.891, 8.856, -5.014], [2.661, -0.918, -0.318], [-3.617, 3.725, 3.986], [-3.882, 3.792, -2.543], [-5.152, 0.276, 5.130], [-1.866, 4.544, -2.410], [3.096, -1.318, -2.643], [-5.042, -4.628, -5.135], [-0.919, 7.568, -3.710], [-0.481, 1.338, 3.660], [-4.220, 0.340, 4.172], [-4.860, -5.533, -5.693], [2.183, -0.929, -1.721], [-2.244, 4.697, 0.954], [-4.221, -3.582, -0.254], [-0.185, 1.997, -6.002], [-1.891, -3.055, 0.539], [-7.164, -4.729, -5.343], [-0.209, 3.514, -0.856], [1.843, -0.361, 0.564], [3.505, -0.636, 2.256], [0.960, 2.943, 4.053], [3.803, -0.466, 3.280], [-3.672, -0.552, 3.880], [-1.062, 5.664, -2.766], [-2.735, 0.081, -1.737], [-1.351, 3.396, -1.720], [-3.424, -4.026, 1.710], [-2.564, -5.108, -1.948], [-2.725, -5.639, -7.174], [1.506, 2.918, 0.333], [2.255, 2.266, 0.770], [-1.572, 6.749, -3.434], [2.063, 4.944, 1.079], [1.310, 0.498, 2.701], [0.050, 0.774, -5.393], [-0.006, 5.633, -2.540], [-1.799, -3.957, -3.697], [-0.752, 2.041, -6.924], [-3.235, 4.619, -2.799], [-5.886, 1.473, 5.544], [1.021, -0.641, -3.565], [-0.910, 2.687, 1.267], [-3.022, -0.818, -1.204], [-2.932, 6.804, -3.785], [-5.378, -0.666, 5.617], [-7.583, -2.648, -4.064], [-3.975, -3.911, -4.608], [-3.713, 4.325, 4.897], [0.802, 1.789, 5.416], [-1.502, 2.381, 3.318], [-3.876, -3.017, -1.125], [-1.384, -1.941, 0.535], [-0.579, -4.377, -3.855], [1.270, 4.011, -3.703], [2.991, -0.607, -4.576], [-3.888, 1.612, 3.488], [0.955, 3.102, -4.203], [-2.066, -5.058, -5.747], [-2.438, 1.692, -3.247], [-0.960, 0.604, 4.323], [0.263, 3.167, -5.403], [-0.096, 5.692, -0.351], [-6.560, 1.397, 6.390], [-4.238, -5.069, -0.594], [0.232, -1.340, -3.854], [-2.124, -5.825, 0.981], [-3.461, 7.934, -4.464], [-0.387, 0.047, -0.110], [-2.177, 1.117, -1.066], [2.323, -2.255, -4.304], [-3.278, 1.268, 1.384], [-4.805, 5.736, -3.705], [-2.886, -5.620, -1.039], [4.336, -1.265, 1.341], [-2.373, 2.262, -4.161], [-3.364, -2.207, -3.463], [-5.756, 2.634, 4.898], [-5.240, -3.243, -0.051], [0.533, 2.425, -0.448]],
  "homo_lumo_gap_ev": [3.7418, 5.3087],
  "total_charge": -2,
  "relative_energy_kj_mol": 338.0
}


Record 2
{
  "formula": "C2H3NO2S",
  "method": "ωB97M-V/def2-TZVPD",
  "symbols": ["C", "C", "N", "O", "H", "H", "O", "H", "S"],
  "xyz": [[-0.805, -1.713, -0.185], [-0.255, 1.591, 1.689], [-0.559, 1.730, 0.541], [-1.767, 1.986, -0.061], [-1.871, -1.850, -0.387], [-0.316, -1.173, -1.090], [-0.277, -1.706, 0.901], [-1.645, 2.122, -1.027], [0.626, 1.455, 2.950]],
  "homo_lumo_gap_ev": 8.7351,
  "total_charge": 0,
  "relative_energy_kj_mol": 435.4
}


Record 3
{
  "formula": "C5H6Cl2O2S",
  "method": "ωB97M-V/def2-TZVPD",
  "symbols": ["C", "O", "C", "H", "C", "H", "C", "H", "H", "S", "H", "O", "C", "Cl", "Cl", "H"],
  "xyz": [[0.398, -1.702, -0.096], [-2.758, 0.231, -1.793], [-0.799, 0.970, -0.064], [-0.358, 2.836, 1.330], [1.859, -1.844, 0.086], [2.364, -0.856, -0.133], [0.026, 1.944, 0.781], [0.910, 1.650, 1.318], [0.495, 2.186, -1.560], [-2.324, -0.037, -0.421], [2.192, -2.266, 1.103], [-0.144, -1.345, -1.112], [-0.021, 1.719, -0.726], [-3.538, 1.145, 0.748], [-0.572, -2.052, 1.308], [2.271, -2.579, -0.770]],
  "homo_lumo_gap_ev": 9.6499,
  "total_charge": 0,
  "relative_energy_kj_mol": 235.4
}


Record 4
{
  "formula": "C4H3Br",
  "method": "ωB97M-V/def2-TZVPD",
  "symbols": ["C", "Br", "C", "C", "H", "H", "H", "C"],
  "xyz": [[2.553, 0.610, -0.388], [3.477, -0.802, 0.239], [-0.106, 0.485, 0.585], [-1.293, 0.818, 0.354], [-0.767, -0.391, -1.277], [-2.140, 1.430, 0.542], [-0.911, -1.581, 0.126], [-0.814, -0.569, -0.181]],
  "homo_lumo_gap_ev": [8.3657, 6.9026],
  "total_charge": 0,
  "relative_energy_kj_mol": 690.1
}


Record 5
{
  "formula": "C4H10N2O",
  "method": "ωB97M-V/def2-TZVPD",
  "symbols": ["C", "H", "C", "C", "H", "N", "H", "H", "N", "H", "H", "H", "H", "C", "O", "H", "H"],
  "xyz": [[-0.769, -0.754, 1.038], [1.780, 1.414, -2.102], [0.446, 0.521, -0.629], [-2.195, -0.601, 0.567], [0.441, 1.255, 0.199], [2.950, 0.727, -0.579], [1.113, -1.086, 0.296], [1.812, -0.422, -1.892], [0.198, -0.808, -0.036], [-0.804, -1.623, 1.729], [2.935, -0.045, 0.081], [-2.612, -1.416, -0.054], [-0.383, -0.077, 1.805], [1.729, 0.564, -1.427], [-2.980, 0.188, 1.017], [-0.444, 0.840, -1.188], [2.828, 1.482, 0.090]],
  "homo_lumo_gap_ev": 10.2637,
  "total_charge": 0,
  "relative_energy_kj_mol": 246.8
}


Record 6
{
  "formula": "C34H74N7O11P",
  "method": "ωB97M-V/def2-TZVPD",
  "symbols": ["C", "H", "C", "H", "N", "C", "H", "H", "C", "H", "C", "H", "H", "H", "H", "H", "C", "H", "H", "O", "H", "O", "C", "H", "H", "C", "H", "H", "O", "H", "H", "O", "H", "H", "H", "C", "O", "H", "H", "H", "C", "C", "H", "H", "H", "C", "H", "C", "H", "H", "H", "C", "H", "H", "H", "H", "H", "C", "H", "H", "C", "H", "H", "P", "H", "H", "C", "C", "N", "H", "N", "C", "H", "N", "C", "O", "H", "H", "H", "H", "O", "N", "H", "H", "C", "C", "N", "C", "C", "H", "H", "H", "H", "H", "H", "O", "H", "H", "H", "C", "C", "H", "N", "H", "H", "C", "H", "O", "H", "H", "C", "C", "O", "H", "H", "H", "C", "C", "H", "H", "C", "C", "H", "H", "H", "C", "O"],
  "xyz": [[11.286, 0.519, -3.222], [-4.459, 1.363, 2.211], [-6.093, 3.701, 2.962], [-7.068, 3.582, 2.488], [-2.909, -6.608, 8.017], [-10.124, 5.767, -4.823], [-8.975, 4.826, 4.264], [-3.124, -3.602, 3.881], [2.313, -1.637, 0.332], [0.712, 0.306, -5.346], [-3.638, -4.263, 7.915], [11.813, -6.058, -2.601], [8.586, -7.514, -1.036], [-9.707, 3.910, -2.573], [0.648, -3.347, -5.621], [-11.779, 5.922, 4.285], [9.328, -7.445, -1.835], [8.150, -6.167, -3.053], [-9.993, 6.810, -5.119], [0.501, -2.463, -6.028], [1.469, 2.722, -3.157], [2.626, -1.650, 1.552], [-4.008, 1.590, 3.179], [1.195, 0.312, -0.387], [-3.630, -3.435, 7.208], [5.776, -0.511, -2.995], [0.785, -3.231, 0.663], [4.080, 3.303, -4.178], [8.063, 2.136, -3.446], [4.697, 0.750, -4.620], [-4.676, -4.487, 8.172], [-8.810, 5.004, 1.900], [11.169, -5.254, -1.134], [1.352, -3.148, -1.133], [-1.047, 0.321, -4.773], [5.461, 0.858, -3.781], [3.072, -0.736, -0.487], [-0.338, 0.549, -2.589], [-6.023, 4.706, 3.384], [-12.186, 5.976, -4.366], [2.229, 0.417, -0.872], [-3.371, -6.840, 9.369], [-3.405, 2.497, 3.114], [-2.463, -7.370, 7.526], [4.893, -0.910, -2.394], [-11.390, 5.229, -2.701], [0.564, -0.758, 2.914], [3.707, 2.830, -3.191], [11.284, -0.450, -2.720], [7.397, -2.529, -2.217], [-9.228, 5.420, -4.314], [2.336, 2.067, -3.549], [5.731, -3.263, -2.486], [-0.035, -2.422, 2.967], [-3.834, -5.957, 9.804], [11.782, 1.253, -2.590], [3.522, 3.719, -2.487], [-10.130, 4.756, -2.027], [-11.181, 4.620, 5.341], [9.369, 0.263, -4.095], [6.378, -1.642, -3.980], [0.218, -1.219, -2.591], [-11.240, 6.892, 2.209], [2.154, 0.343, -2.794], [-4.095, -7.658, 9.349], [10.807, 3.390, -2.758], [-0.350, -1.738, -5.144], [-5.081, 1.755, 4.222], [-2.601, -1.619, 3.609], [11.772, -4.292, -2.492], [9.916, 0.883, -3.514], [9.869, -5.188, -2.836], [-3.361, 0.767, 3.457], [9.053, -6.254, -2.609], [-2.570, -2.825, 4.410], [-2.545, -5.442, 6.141], [10.261, 2.503, -1.299], [-5.309, 3.563, 2.221], [6.618, -0.294, -2.231], [0.023, -1.431, 4.459], [-12.474, 5.220, -2.132], [-11.300, 5.677, -3.984], [-9.406, 5.572, -1.972], [7.132, -3.805, -3.607], [0.343, -0.220, -3.122], [6.689, -2.927, -3.029], [-9.832, 5.201, 3.883], [9.944, 2.978, -2.230], [-0.163, -1.421, 3.383], [5.784, 2.601, -2.441], [2.229, 2.040, -4.695], [7.381, -1.259, -4.365], [-3.083, -3.964, 8.806], [-2.515, -7.139, 9.978], [-10.535, 6.269, 5.510], [-1.756, 0.096, 2.436], [-10.864, 5.925, 0.776], [-11.891, 5.230, 2.038], [5.653, -1.903, -4.817], [-2.991, -5.466, 7.282], [4.897, 1.895, -2.668], [2.765, 1.382, -0.587], [-5.997, 2.746, 4.048], [-1.556, -3.169, 4.601], [6.487, 1.247, -4.141], [-10.904, 5.527, 4.799], [9.225, -8.312, -2.491], [-1.357, -2.364, -4.708], [-10.293, 5.162, -5.716], [-10.363, 4.432, -1.014], [11.244, -5.206, -2.222], [-0.039, -0.230, -4.680], [-5.146, 1.029, 5.209], [11.826, 0.429, -4.167], [0.225, -1.850, -0.397], [-3.067, -2.616, 5.358], [1.118, -2.550, -0.192], [-1.552, -0.917, 3.101], [-3.500, -1.221, 3.378], [9.266, 3.796, -1.986], [9.229, 1.982, -3.103], [-9.809, 5.331, 2.529], [10.326, -7.435, -1.402], [4.687, 1.341, -1.694], [-6.682, 2.792, 4.789], [-11.035, 5.881, 1.851], [9.476, -4.254, -3.521]],
  "homo_lumo_gap_ev": 8.6069,
  "total_charge": 0
}


Record 7
{
  "formula": "C4H7BrN2O",
  "method": "ωB97M-V/def2-TZVPD",
  "symbols": ["H", "H", "C", "N", "N", "H", "C", "C", "C", "H", "O", "H", "H", "Br", "H"],
  "xyz": [[-0.775, -3.242, -0.820], [0.534, 1.944, 1.970], [0.723, -0.537, -0.295], [1.695, -0.220, -0.958], [-1.958, 1.327, 1.460], [-1.440, 2.167, -0.410], [0.163, 2.133, 0.978], [-1.160, 1.879, 0.615], [0.196, -2.768, -0.697], [0.840, -3.372, -0.062], [-0.048, -1.495, -0.043], [0.672, -2.603, -1.663], [2.076, 0.727, -0.973], [1.377, 2.890, -0.211], [-2.896, 1.172, 1.108]],
  "homo_lumo_gap_ev": [7.6283, 9.0640],
  "s_squared": 2.03,
  "total_charge": 0,
  "spin_multiplicity": 3,
  "relative_energy_kj_mol": 0.0
}


Record 8
{
  "formula": "C2H10N2",
  "method": "ωB97M-V/def2-TZVPD",
  "symbols": ["H", "C", "H", "H", "H", "H", "H", "N", "C", "H", "H", "N", "H", "H"],
  "xyz": [[-0.939, 0.485, -1.788], [-1.697, -0.112, -1.277], [-2.711, -0.269, -1.818], [-2.477, 1.158, 0.045], [-0.814, 1.138, -0.059], [1.415, -1.245, -0.489], [-1.189, -1.149, -1.605], [-1.662, 0.545, 0.147], [2.152, 0.213, 0.888], [0.776, -1.271, 1.169], [3.155, -0.329, 1.037], [1.076, -0.645, 0.360], [2.198, 1.047, 0.347], [1.957, 0.532, 1.946]],
  "homo_lumo_gap_ev": 10.0704,
  "total_charge": 0,
  "relative_energy_kj_mol": 222.0
}


Results for E_tot: -4621.772484; -681.293499; -1663.026453; -2727.859545; -343.107464; -2892.130174; -2915.205632; -191.612839 (in Eh, following the order of the records).